The following is a DFT calculation (the ωB97M-V functional and the def2-TZVPD basis) of a cluster of 14 separate species, C51H120Cl2F12N8O17S4 in total.

Each line ends with the Mulliken charge.
Cartesian coordinates (Å):
Cl  2.5744  3.0356  -2.2216  -0.71
Cl  -5.1027  -1.3406  0.3019  -0.93
S  -5.4580  3.1742  2.7787  1.09
S  2.8231  -3.1332  -3.9433  1.28
S  -3.5040  1.4832  -3.8041  0.75
S  2.9965  -0.5849  3.9417  0.88
F  -2.3637  3.6156  -4.7758  -0.23
F  3.0537  -2.7769  5.2160  -0.24
F  5.0169  -2.0130  4.1981  -0.14
F  1.3894  -1.2054  -5.0385  -0.20
F  -4.4322  5.5617  2.6202  -0.23
F  4.2731  -1.1994  6.1025  -0.21
F  3.2569  -1.6621  -6.0195  -0.24
F  -6.4584  5.5479  3.3104  -0.22
F  3.1850  -0.5526  -4.1140  -0.14
F  -6.0377  5.1351  1.2506  -0.18
F  -2.0514  1.7321  -5.8263  -0.23
F  -0.9373  2.1628  -4.0288  -0.18
O  2.2104  -2.8374  -2.7065  -0.41
O  4.0534  0.3221  3.5165  -0.75
O  -3.2584  0.1028  -4.2023  -0.80
O  2.0344  0.0106  4.8248  -0.46
O  -1.3512  -3.8461  -1.6077  -0.27
O  -6.7810  -1.9260  4.6920  -0.40
O  4.2231  -3.3873  -3.8720  -0.76
O  -5.1058  3.0965  4.1728  -0.66
O  3.1942  4.7666  -5.8179  -0.51
O  -6.7768  2.6803  2.4172  -0.80
O  -7.3307  3.4879  -1.2330  -0.26
O  -4.7076  2.1302  -4.3166  -0.66
O  2.0906  -4.0617  -4.7862  -0.95
O  -4.4237  2.6220  1.8831  -0.63
O  -3.1740  1.6608  -2.3463  -0.33
O  -1.6158  2.8019  5.7274  -0.33
O  2.4304  -1.4126  2.8552  -0.69
N  5.7981  0.0261  0.3719  0.94
N  -0.6302  4.0422  8.1470  -0.10
N  -3.0005  -1.7785  -2.2060  0.77
N  3.9827  -6.9645  -3.0279  0.16
N  -7.4447  -1.0263  2.3118  0.18
N  2.1139  6.8002  -4.6278  -0.21
N  -0.1046  1.8031  0.6060  1.44
N  -5.6595  1.6250  -0.4936  1.71
C  -7.6837  0.3759  -1.1045  -1.64
C  1.6286  5.4602  -4.0314  -0.07
C  -0.7358  4.1508  -0.0547  0.55
C  1.3085  2.2430  0.9034  -0.58
C  3.1673  -6.3259  -1.9279  0.80
C  -0.7012  2.1464  6.5630  -0.67
C  2.1183  -8.0506  -4.0918  -0.69
C  4.2072  3.8280  -5.6794  -0.56
C  1.8797  4.5319  -5.2407  -0.38
C  -3.1316  5.0050  -0.7970  -0.32
C  -2.6745  1.9550  5.2427  -0.55
C  3.0911  -6.9359  -4.2974  -0.07
C  -5.6043  4.9254  2.5180  0.41
C  4.5878  -0.8163  0.2142  -0.22
C  -0.3300  -4.7721  -1.7807  -0.16
C  -0.2133  1.1711  -0.7456  1.41
C  -7.7402  4.7658  -1.6734  -0.86
C  0.2326  -0.2753  -0.5302  0.69
C  2.7553  -9.0348  -3.0855  -0.48
C  9.6747  1.1027  3.5424  -1.29
C  -7.8925  -0.1696  3.4681  0.89
C  3.9108  -1.7080  4.9064  0.36
C  -2.1270  2.3301  -4.6054  0.48
C  7.8547  0.6962  1.7573  -0.31
C  -9.2736  -0.5771  3.8003  -1.45
C  -1.0749  2.8965  0.8103  -0.65
C  -6.5562  1.2315  -1.6506  1.19
C  6.6064  -0.1736  1.6446  -0.52
C  -5.8859  -2.4500  5.7336  -0.80
C  -2.4122  -4.0093  -2.5365  -1.22
C  3.6397  -5.2398  1.7756  -1.58
C  3.6826  -6.5674  -0.4767  -1.13
C  -0.0235  -0.5472  0.9400  0.01
C  1.2139  2.4532  8.1165  -1.38
C  -6.9266  -0.4990  4.6407  -0.82
C  -0.5137  0.7538  1.5345  -0.62
C  5.3441  -6.3999  -3.1992  -0.58
C  4.1268  -8.4969  -2.7357  -0.69
C  0.1909  3.1844  7.2607  -0.02
C  4.3217  -0.7958  -1.2384  1.60
C  8.3963  0.4373  3.1835  -0.31
C  -2.5214  -2.7295  -3.2644  0.49
C  -1.7639  5.2579  -0.0467  -1.06
C  2.6576  -1.5276  -4.8238  0.28
C  5.3380  1.4829  0.2547  -0.88
C  -7.0413  2.5532  -2.2861  -1.00
C  5.6200  -0.5976  -1.9516  -0.88
C  6.6376  -0.2824  -0.8619  -0.59
C  -1.2503  -2.2060  -3.8632  -1.27
C  0.1942  5.6131  -3.5915  -0.65
C  3.0598  -5.3671  0.3100  0.58
H  -3.2874  -2.8046  -4.0120  0.64
H  -1.3582  -1.1613  -4.1496  0.38
H  4.9512  -1.8099  0.4252  0.46
H  5.2460  -5.3351  -3.3835  0.05
H  1.1113  4.7795  -6.0141  0.39
H  5.7063  -6.7153  -4.1583  0.47
H  -0.2017  0.9421  2.5746  0.48
H  4.8942  -8.8515  -3.3967  0.52
H  -8.1364  -0.1289  -1.9925  0.37
H  5.8964  -1.4761  -2.5158  0.27
H  -1.1333  -2.6537  -4.8449  0.59
H  10.3210  1.1812  2.6449  0.30
H  1.7661  1.3319  1.2655  0.17
H  -2.1871  -1.4992  -1.6025  -0.32
H  1.7379  2.6340  -0.0483  -0.34
H  2.1714  -6.7375  -1.9781  0.22
H  3.7890  -0.5558  0.9025  -0.47
H  7.3186  -1.0808  -0.6266  0.44
H  -2.8225  4.7279  -1.8233  0.03
H  -3.3428  -4.3644  -2.0679  0.44
H  2.9030  6.6345  -5.2705  0.35
H  3.7435  -1.6554  -1.5467  -0.89
H  -7.7307  0.9042  3.2427  -0.21
H  -5.3855  0.7748  0.0619  -0.26
H  -1.1503  3.4417  8.7839  0.36
H  0.8732  -0.9413  1.4376  -0.18
H  1.9480  -5.3705  0.4028  0.13
H  -1.2626  4.6354  7.6652  0.32
H  3.2553  -4.3937  -0.1996  -0.34
H  -3.1613  2.4817  4.4218  -0.01
H  1.2999  -0.3108  -0.7520  -0.78
H  0.6363  3.8105  6.5248  0.34
H  4.2895  3.2034  -6.5550  0.25
H  3.6061  0.0121  -1.4029  -0.22
H  -6.2929  -3.3380  6.1766  0.27
H  -7.2593  -0.1263  5.6236  0.53
H  -1.9337  5.6396  0.9740  0.39
H  7.2017  0.6555  -1.0687  0.34
H  -7.9911  2.4563  -2.8720  0.44
H  -1.3428  6.1012  -0.6083  0.39
H  9.4973  2.1717  3.8532  0.30
H  4.3291  -8.5631  -1.6878  0.39
H  1.4015  7.3422  -5.1014  0.36
H  2.3792  5.2454  -3.2519  0.36
H  -4.7750  1.9395  -0.8858  -0.50
H  7.6086  0.7429  3.8985  0.25
H  -6.4615  -0.9221  1.9744  -0.10
H  -0.7750  -1.3344  1.0291  0.54
H  -6.3079  3.0109  -3.0064  0.55
H  -2.2708  0.9524  4.9167  0.32
H  4.9215  1.7261  1.2357  0.34
H  4.5603  1.5112  -0.5353  0.23
H  1.8284  3.1967  8.6460  0.45
H  3.3397  -6.0887  2.4088  0.43
H  1.2469  3.0657  1.6490  0.27
H  2.2012  -9.0871  -2.1425  0.27
H  1.2037  -7.6226  -3.7423  0.24
H  -0.2070  4.6278  -3.2439  -0.32
H  5.8918  -6.5302  -2.2919  0.38
H  0.2487  4.5686  0.2302  0.41
H  0.7138  1.7969  8.8119  0.41
H  -8.2860  5.1856  -0.8700  0.26
H  -2.1041  2.5932  0.5568  -0.26
H  -1.5958  0.7685  1.5669  0.12
H  2.4802  7.4687  -3.9046  0.36
H  0.3782  1.7631  -1.4645  -0.29
H  -7.4021  -0.4079  -0.4435  0.32
H  0.6261  -4.3465  -1.3836  -0.52
H  7.5942  1.7818  1.7692  0.26
H  -8.4915  1.0700  -0.7093  0.36
H  -5.9809  -0.0926  4.3932  0.48
H  -5.8486  0.7209  -2.2779  -0.10
H  1.8202  -8.5447  -5.0289  0.47
H  3.2496  -4.3017  2.1947  0.37
H  -3.4020  1.7095  6.0117  0.47
H  -1.2430  1.3175  -1.0710  -0.79
H  -0.2160  -1.0283  -1.1817  -0.54
H  5.5128  0.1135  -2.7687  0.41
H  6.8361  -1.2488  1.6782  0.44
H  -8.0884  -0.9697  1.5163  0.43
H  -9.4437  -1.6411  3.9439  0.35
H  4.7423  -5.1723  1.7702  0.34
H  10.2281  0.6253  4.3445  0.37
H  -3.7286  4.2731  -0.2718  -0.26
H  -1.1427  3.1051  1.8974  0.49
H  -1.1686  1.5439  7.3817  0.33
H  2.6685  -5.9333  -4.4878  0.03
H  -0.4849  5.9471  -4.3736  0.52
H  2.7798  -10.0435  -3.5114  0.41
H  -10.0132  -0.3646  3.0169  0.43
H  -0.5375  -5.7662  -1.3201  0.37
H  5.1877  4.3656  -5.6260  0.25
H  -3.3362  -0.9321  -2.6640  0.00
H  -0.0616  -4.9429  -2.8723  0.33
H  -0.0714  1.4458  6.0189  0.42
H  -6.8320  5.2892  -1.8271  0.22
H  8.5901  0.4876  1.0026  0.43
H  -8.3664  4.6045  -2.5501  0.39
H  -5.7737  -1.6795  6.5120  0.31
H  -5.9535  2.4063  0.1264  -0.17
H  3.1553  -5.2537  -2.0424  -0.85
H  -9.6876  -0.0447  4.6774  0.37
H  0.0678  6.3751  -2.7600  0.34
H  6.1289  2.2112  -0.0093  0.31
H  4.0694  3.2250  -4.7789  0.24
H  -0.5550  3.8098  -1.0759  -0.51
H  0.0292  4.5562  8.6806  0.36
H  -7.4255  -2.0214  2.6173  0.44
H  8.4934  -0.6750  3.3437  0.31
H  -0.2582  -2.3293  -3.4287  -0.05
H  4.7734  -6.5708  -0.3469  0.37
H  -4.9125  -2.6477  5.3549  0.30
H  1.8523  3.5537  -4.8392  0.26
H  3.3474  -7.5107  -0.0600  0.49
H  -2.1290  -4.7532  -3.2779  0.55
H  -3.6212  -2.0746  -1.4750  0.27
H  5.9249  -0.0507  2.4876  -0.22
H  1.9052  1.8113  7.5435  0.32
H  -3.7079  5.9548  -0.8621  0.47
H  3.8081  -7.2365  -5.0234  0.57

Cartesian forces (eV/Å) of the 3 atoms listed first:
Cl 0.07 -0.12 0.10
Cl 0.29 -0.13 0.11
S 0.38 -2.62 -0.06

- LUMO energy: -0.1365 Eh
- Total charge: +2
- Strongest force on any atom: 3.096 eV/Å
- Frontier orbital gap: 0.29369 Eh